Record 1
Molecular formula: C38H58BF5N3O14
Method: DFT, ωB97M-V/def2-TZVPD

Geometry as XYZ:
```
119
Properties=species:S:1:pos:R:3
C -4.09863 -0.42220 0.13425
C -4.48671 -0.81103 -1.29206
C -3.28132 -0.53743 -2.22080
C -2.40015 -1.76375 -2.24976
O -1.05793 -1.50777 -2.70811
N -0.44161 -0.55145 -1.92008
C -0.40139 0.70558 -2.35790
N -0.69321 0.99313 -3.60544
C -0.76654 2.34342 -4.14491
N -0.08242 1.57517 -1.36237
C 1.19771 2.31260 -1.46615
C 2.44086 1.45860 -1.37702
C 2.97913 1.17141 -0.11633
C 4.12769 0.39234 0.04042
C 4.77183 -0.13672 -1.07884
C 4.25270 0.15524 -2.34060
C 3.10993 0.95815 -2.51123
C 2.68350 1.23247 -3.93755
C -0.39166 0.82277 -0.11037
B 0.03598 1.35834 1.32058
C 0.24166 0.38643 2.54009
O 0.20482 2.69541 1.55499
C -0.26417 -0.69113 -0.46998
C 1.04664 -1.41370 -0.18740
C 0.94524 -2.94904 -0.29680
C 1.31766 -3.45655 -1.69931
C 2.13425 -4.72590 -1.69880
F 1.29986 -5.78577 -1.50666
F 3.04997 -4.78008 -0.71497
C 2.85025 -4.98431 -3.03266
F 1.97697 -5.24016 -3.99073
F 3.56324 -3.91549 -3.38069
F 3.67138 -6.01501 -2.94355
H -4.96753 -0.23528 0.76017
H -3.51179 -1.19127 0.64127
H -3.51520 0.48877 0.15650
H -4.79084 -1.85305 -1.36528
H -5.28647 -0.14220 -1.59602
H -2.78593 0.32537 -1.80049
H -3.63866 -0.24802 -3.20730
H -2.81058 -2.48461 -2.95275
H -2.41244 -2.27272 -1.28534
H -0.90989 0.22972 -4.22574
H -0.01355 2.48203 -4.91508
H -0.71848 3.08659 -3.36095
H -1.73483 2.44808 -4.63260
H 1.19689 2.81827 -2.42601
H 1.26646 3.09283 -0.71664
H 2.50649 1.55728 0.77856
H 4.51636 0.20681 1.03108
H 5.65501 -0.74977 -0.98792
H 4.76131 -0.21788 -3.21864
H 2.01401 0.46947 -4.32934
H 2.28218 2.23188 -4.07374
H 3.57749 1.19742 -4.55541
H -1.48368 0.93347 -0.03943
H -0.34419 -0.52314 2.40374
H -0.09852 0.86918 3.45149
H 1.29474 0.13388 2.67034
H -0.28869 3.19164 0.88968
H -1.07418 -1.13858 0.10067
H 1.75653 -1.10440 -0.95115
H 1.48445 -1.14381 0.76653
H 1.59731 -3.38236 0.45477
H -0.06007 -3.30313 -0.07030
H 1.82208 -2.70634 -2.30443
H 0.40242 -3.69374 -2.23513
C -1.62246 2.57467 6.48964
C -2.62593 2.53382 5.36816
C -3.62845 1.40902 5.45002
O -3.97071 1.21915 4.06094
C -2.90301 1.59876 3.33522
O -2.78046 1.38984 2.16241
O -1.99817 2.23659 4.09662
H -1.14066 1.61472 6.61076
H -0.84295 3.30607 6.27161
H -2.10505 2.84525 7.42607
H -3.12947 3.49908 5.26397
H -4.51194 1.65230 6.03345
H -3.18873 0.48300 5.82452
C -4.55933 6.34722 -4.35839
C -4.02772 4.93809 -4.38523
C -5.01604 3.88167 -4.82028
O -4.50269 2.70995 -4.15829
C -3.86244 3.12908 -3.04305
O -3.49409 2.40695 -2.16904
O -3.70000 4.46824 -3.05777
H -5.48549 6.40163 -3.78546
H -3.84393 7.01738 -3.88368
H -4.75007 6.70002 -5.37128
H -3.11452 4.88869 -4.98619
H -5.04968 3.73164 -5.89589
H -6.02395 4.07054 -4.44671
C 6.80037 -3.54891 -3.94550
C 8.24567 -3.14465 -4.07416
C 8.97371 -2.92283 -2.76929
O 9.98869 -1.98727 -3.15150
C 9.50857 -1.27354 -4.20271
O 10.00706 -0.29161 -4.63999
O 8.36873 -1.84420 -4.67726
H 6.26430 -2.85405 -3.29608
H 6.30778 -3.52782 -4.91717
H 6.71186 -4.55342 -3.53219
H 8.78615 -3.85636 -4.70440
H 9.41800 -3.82595 -2.35877
H 8.34020 -2.45180 -2.01283
C -4.78122 -1.93479 9.40652
C -3.28924 -1.82903 9.22363
C -2.48559 -1.75879 10.50068
O -1.31236 -1.04929 10.07244
C -1.67149 -0.25927 9.03955
O -0.99663 0.60143 8.57154
O -2.91817 -0.57797 8.60443
H -5.14773 -1.15200 10.07175
H -5.29403 -1.81693 8.45236
H -5.04408 -2.90504 9.82635
H -2.92718 -2.63489 8.57929
H -2.21925 -2.73263 10.90226
H -2.97988 -1.16772 11.27453
```

Values from the calculation:
- Total charge: +1
- Kohn-Sham gap: 9.7816 eV
- Molar mass: 886.7 g/mol
- Energy: -87743.2454 eV

Atomic partial charges in e from the Löwdin method, atoms 1 to 6: -0.10 -0.21 -0.19 -0.15 -0.04 0.02

Record 2
Molecular formula: C24H34N4O2
Method: DFT, ωB97M-V/def2-TZVPD

Geometry as XYZ:
```
64
Properties=species:S:1:pos:R:3
C 0.91884 3.15872 1.33672
H 0.89763 2.11534 1.64210
H 0.83296 3.20709 0.25387
H 1.87539 3.58563 1.62639
C -0.22987 3.92567 1.99811
C -1.54950 3.33274 1.63810
C -2.40318 3.58065 0.60443
C -3.47290 2.66222 0.74448
C -3.19738 1.92007 1.85498
O -2.03105 2.32684 2.39971
C -3.93631 0.79311 2.49471
N -3.13948 -0.42390 2.50951
C -2.77509 -0.86584 1.17808
C -1.73838 -1.98616 1.27070
C -2.34817 -3.15825 2.03651
C -2.83017 -2.66934 3.39871
C -3.79090 -1.49530 3.23645
H -4.08155 -1.11911 4.22084
H -4.70686 -1.83514 2.71616
H -3.32872 -3.47568 3.93929
H -1.97309 -2.33848 3.98734
H -1.61474 -3.95531 2.16529
H -3.19088 -3.56160 1.46963
C -1.24803 -2.37587 -0.12479
C -0.04456 -3.32850 -0.09036
C 0.72419 -3.27294 -1.39770
O 0.59071 -4.12898 -2.25294
N 1.57006 -2.22700 -1.57587
C 1.78921 -1.09821 -0.69975
H 1.21571 -1.19068 0.21795
C 1.40778 0.20375 -1.42159
N 2.14527 0.32605 -2.65978
C 3.31359 1.04114 -2.65877
N 3.54731 1.77071 -1.56248
C 4.61725 2.54256 -1.51531
C 5.53935 2.64427 -2.53899
C 5.30639 1.88943 -3.68317
C 4.19256 1.08257 -3.75576
H 4.01081 0.50509 -4.64729
H 5.99435 1.93223 -4.51568
H 6.40324 3.28285 -2.45256
H 4.73307 3.10166 -0.59502
C 1.89758 -0.80116 -3.52872
H 2.43734 -0.70261 -4.46749
C 2.29381 -2.10635 -2.82567
H 2.04506 -2.97308 -3.43976
H 3.37102 -2.09787 -2.61970
H 0.82496 -0.82615 -3.75043
H 1.64741 1.06136 -0.79508
H 0.33890 0.20077 -1.65905
H 2.85632 -1.05106 -0.44696
H -0.38862 -4.35588 0.02884
H 0.61176 -3.09080 0.74769
H -2.05929 -2.84634 -0.68307
H -0.97749 -1.46265 -0.65942
H -0.89438 -1.59635 1.85077
H -2.35120 -0.01487 0.63906
H -3.65734 -1.22118 0.61217
H -4.89391 0.66078 1.95840
H -4.15662 1.04861 3.53665
H -4.32979 2.57021 0.10826
H -2.28901 4.32312 -0.15883
H -0.20814 4.96823 1.67747
H -0.11323 3.88916 3.08265
```

Values from the calculation:
- SMILES: CCc1ccc(CN2CCC[C@@H](CCC(=O)N3CCN(c4ccccn4)CC3)C2)o1
- Kohn-Sham gap: 8.7085 eV
- Molar mass: 410.6 g/mol
- Energy: -35495.7300 eV
- Relative energy (zero: lowest compared OMol25 entry of this formula, charge and spin): 2.219 eV

Atomic partial charges in e from the natural (NBO) method, atoms 1 to 6: -0.59 0.21 0.21 0.21 -0.44 0.29

Record 3
Molecular formula: C9H14
Method: DFT, ωB97M-V/def2-TZVPD

Geometry as XYZ:
```
23
Properties=species:S:1:pos:R:3
C -2.39513 2.56808 -1.25870
C -1.92143 1.56357 -2.22510
H -2.16349 2.31020 -0.21085
H -1.48684 3.43969 -1.36675
H -3.26925 3.16248 -1.40929
H -1.97064 0.55912 -1.74688
H -2.52335 1.46905 -3.14153
H -0.89359 1.89183 -2.42702
C 2.92072 0.15607 0.26362
C -0.28477 -1.41920 -0.43069
C 0.96396 -0.69800 -0.59165
C -1.02455 -1.42488 0.79314
C 1.54915 -0.34738 0.60378
C -0.28366 -1.14235 1.96076
C 1.04280 -0.60068 1.88245
H -0.57557 -1.73795 -1.42243
H 1.41132 -0.65414 -1.60194
H -2.05984 -1.90603 0.83646
H -0.78696 -1.44996 2.89427
H 3.39119 0.38583 1.27523
H 2.73123 1.29087 -0.03267
H 1.38318 -0.25266 2.94184
H 3.41010 -0.43959 -0.57406
```

Values from the calculation:
- SMILES: Cc1ccccc1.CC
- Kohn-Sham gap: 9.9142 eV
- Molar mass: 122.2 g/mol
- Energy: -9557.2847 eV
- Relative energy (zero: lowest compared OMol25 entry of this formula, charge and spin): 2.897 eV

Atomic partial charges in e from the natural (NBO) method, atoms 1 to 6: -0.60 -0.63 0.22 0.17 0.21 0.21

Record 4
Molecular formula: C21H27F9N4O8S2
Method: DFT, ωB97M-V/def2-TZVPD

Geometry as XYZ:
```
71
Properties=species:S:1:pos:R:3
O 1.81731 0.22726 3.06504
C 0.65975 0.52281 3.45850
O -0.14245 -0.49800 4.05644
C 0.05470 2.01381 3.34934
C 0.66079 2.81423 2.08306
C 0.02610 2.30760 0.68605
C 0.93326 1.24978 -0.08267
N 2.39882 1.58557 -0.29215
C 2.93413 0.61502 -1.28432
O 4.12124 0.62118 -1.65520
C 1.69609 -0.33158 -1.76830
C 1.83506 -1.05220 -3.18668
C 3.14856 -1.97499 -3.17955
C 2.80027 -3.56004 -3.17124
S 2.62563 -4.16262 -1.43606
O 1.35689 -3.71079 -0.75395
O 3.80930 -3.72264 -0.59303
O 2.62890 -5.85460 -1.38790
C 0.53847 0.76128 -1.55624
S -1.20725 0.37773 -1.99881
O -1.26608 0.34068 -3.51909
O -2.05254 1.55518 -1.58232
C -1.83999 -1.27192 -1.42278
F -1.00210 -2.35298 -1.81117
F -3.06622 -1.49423 -2.12637
C -2.15452 -1.40129 0.13884
F -2.03443 -2.79233 0.45319
F -1.24569 -0.73756 0.98942
C -3.63267 -0.98411 0.58581
F -4.47970 -2.09042 0.32863
F -4.15950 0.14299 -0.06446
C -3.77339 -0.68892 2.17529
F -3.27015 -1.77023 2.93045
F -3.25278 0.55028 2.55639
F -5.16972 -0.63293 2.44945
H -0.19786 -1.27530 3.44853
H 0.26220 2.54853 4.33886
H -1.09203 1.96616 3.26723
H 0.45129 3.92865 2.24793
H 1.79304 2.62531 2.07274
H -0.28373 3.18200 0.00013
H -0.96825 1.79826 0.97028
H 1.04377 0.26614 0.51273
H 2.36247 2.54179 -0.68471
H 1.74125 -1.18346 -0.98610
H 0.91947 -1.72372 -3.35473
H 1.89339 -0.28227 -4.04256
H 3.77718 -1.67372 -4.08586
H 3.82130 -1.81857 -2.26052
H 1.93695 -3.81850 -3.86281
H 3.73622 -4.07290 -3.60351
H 2.33059 -6.11936 -0.48619
H 0.85328 1.63393 -2.24587
C 7.22118 0.73795 -1.08067
C 8.12070 1.83111 -1.45801
N 8.82701 2.68999 -1.75443
H 6.19234 1.08450 -0.96724
H 7.21500 -0.05489 -1.83197
H 7.51676 0.28372 -0.13210
C -6.23636 -0.08461 -2.11632
C -7.47634 -0.09639 -2.89685
N -8.45003 -0.10563 -3.50955
H -5.41602 -0.56094 -2.65782
H -5.92023 0.93370 -1.87933
H -6.35256 -0.61682 -1.16992
C -3.77861 3.45881 5.76757
C -2.37678 3.50029 5.34519
N -1.27527 3.53287 5.01266
H -4.06231 2.46436 6.11957
H -3.97279 4.15994 6.58227
H -4.45234 3.71807 4.94776
```

Values from the calculation:
- SMILES: O=C(O)CCC[C@@H]1NC(=O)[C@H](CCCS(=O)(=O)O)[C@H]1S(=O)(=O)C(F)(F)C(F)(F)C(F)(F)C(F)(F)F.CC#N.CC#N.CC#N
- Kohn-Sham gap: 9.9941 eV
- Molar mass: 698.6 g/mol
- Energy: -90675.6111 eV

Atomic partial charges in e from the Löwdin method, atoms 1 to 6: 0.05 -0.37 0.02 -0.13 -0.16 -0.13

Copy entry 3 word for word.
Molecular formula: C9H14
Method: DFT, ωB97M-V/def2-TZVPD

Geometry as XYZ:
```
23
Properties=species:S:1:pos:R:3
C -2.39513 2.56808 -1.25870
C -1.92143 1.56357 -2.22510
H -2.16349 2.31020 -0.21085
H -1.48684 3.43969 -1.36675
H -3.26925 3.16248 -1.40929
H -1.97064 0.55912 -1.74688
H -2.52335 1.46905 -3.14153
H -0.89359 1.89183 -2.42702
C 2.92072 0.15607 0.26362
C -0.28477 -1.41920 -0.43069
C 0.96396 -0.69800 -0.59165
C -1.02455 -1.42488 0.79314
C 1.54915 -0.34738 0.60378
C -0.28366 -1.14235 1.96076
C 1.04280 -0.60068 1.88245
H -0.57557 -1.73795 -1.42243
H 1.41132 -0.65414 -1.60194
H -2.05984 -1.90603 0.83646
H -0.78696 -1.44996 2.89427
H 3.39119 0.38583 1.27523
H 2.73123 1.29087 -0.03267
H 1.38318 -0.25266 2.94184
H 3.41010 -0.43959 -0.57406
```

Values from the calculation:
- SMILES: Cc1ccccc1.CC
- Kohn-Sham gap: 9.9142 eV
- Molar mass: 122.2 g/mol
- Energy: -9557.2847 eV
- Relative energy (zero: lowest compared OMol25 entry of this formula, charge and spin): 2.897 eV

Atomic partial charges in e from the natural (NBO) method, atoms 1 to 6: -0.60 -0.63 0.22 0.17 0.21 0.21

Question: Among the records above, which one has the highest energy?
Answer: C9H14

Question: Which formula does entry 4 have?
Answer: C21H27F9N4O8S2